# 1
{
  "formula": "C5H22N2O4",
  "method": "wB97M-V/def2-TZVPD",
  "homo_energy_ev": -9.47,
  "smiles": "CNCC[C@H](C)N.O.O.O.O",
  "energy_ev": -16708.73653,
  "species": ["C", "C", "C", "C", "C", "N", "N", "H", "H", "H", "H", "H", "H", "H", "H", "H", "H", "H", "H", "H", "H", "H", "H", "O", "H", "H", "O", "H", "H", "O", "H", "H", "O"],
  "positions_angstrom": [[-2.383, 1.501, -2.142], [-1.910, 0.474, -1.211], [-1.106, -0.656, -1.869], [0.459, -0.475, -1.971], [2.453, -0.513, -0.621], [1.113, -1.048, -0.734], [-1.055, 1.043, 0.034], [-1.847, 1.569, -3.056], [-2.536, 2.520, -1.558], [-3.226, 1.299, -2.591], [-2.860, 0.046, -0.807], [-1.298, -1.657, -1.275], [-1.534, -0.740, -2.899], [0.754, -1.122, -2.854], [0.960, 0.527, -2.006], [3.010, -0.871, 0.369], [3.235, -1.045, -1.289], [2.675, 0.476, -0.792], [0.526, -0.823, 0.125], [0.018, 0.937, -0.113], [-1.116, 2.033, -0.037], [1.562, -2.871, 0.615], [0.817, -3.741, 1.598], [1.571, -3.435, 1.320], [2.403, 2.518, 1.759], [1.935, 1.354, 0.892], [1.953, 2.309, 0.911], [0.901, -0.239, 2.725], [1.959, 0.214, 3.625], [1.614, 0.472, 2.773], [-2.815, 0.963, 2.320], [-2.768, -0.120, 1.474], [-3.417, 0.258, 1.940]]
}

=====

# 2
{
  "formula": "C5H22N2O6",
  "method": "wB97M-V/def2-TZVPD",
  "homo_energy_ev": [0.51, -6.64],
  "charge": -1,
  "energy_ev": -20807.56016,
  "multiplicity": 2,
  "species": ["O", "C", "N", "C", "N", "C", "C", "C", "H", "H", "H", "H", "H", "H", "H", "H", "H", "H", "H", "H", "H", "H", "O", "H", "H", "O", "H", "H", "O", "H", "H", "O", "H", "H", "O"],
  "positions_angstrom": [[0.056, -0.235, -0.721], [1.186, 0.252, -0.951], [1.327, 1.601, -1.043], [0.266, 2.502, -0.665], [0.063, 2.460, 0.801], [2.406, -0.550, -1.256], [3.135, -1.139, -0.033], [2.443, -2.415, 0.464], [2.259, 1.942, -0.867], [0.569, 3.481, -1.017], [-0.657, 2.115, -1.079], [-0.844, 2.075, 1.014], [0.158, 3.367, 1.238], [2.197, -1.400, -1.913], [3.094, 0.125, -1.788], [4.105, -1.451, -0.445], [3.286, -0.434, 0.781], [2.577, -2.567, 1.536], [1.384, -2.472, 0.220], [2.859, -3.332, 0.038], [-1.600, -2.423, -0.406], [-0.743, -1.393, 0.146], [-1.499, -1.963, 0.441], [-3.558, -1.107, 2.283], [-2.463, -0.082, 2.381], [-3.423, -0.182, 2.537], [-0.392, -0.984, 1.802], [0.183, 0.376, 1.973], [-0.515, -0.189, 2.347], [-2.650, -0.338, -0.357], [-3.695, 0.349, 0.537], [-3.433, 0.233, -0.387], [-1.946, 1.074, -2.795], [-3.340, 1.174, -2.047], [-2.794, 1.530, -2.768]]
}

=====

# 3
{
  "formula": "C5H22N2O6",
  "method": "wB97M-V/def2-TZVPD",
  "homo_energy_ev": -9.23,
  "smiles": "CCC[C@H](N)C(N)=O.O.O.O.O.O",
  "energy_ev": -20807.23777,
  "species": ["N", "C", "C", "C", "C", "C", "N", "O", "H", "H", "H", "H", "H", "H", "H", "H", "H", "H", "H", "H", "H", "H", "O", "H", "H", "O", "H", "H", "O", "H", "H", "O", "H", "H", "O"],
  "positions_angstrom": [[0.183, 1.533, -2.681], [0.476, 0.701, -1.556], [-0.566, -0.423, -1.515], [-1.951, -0.043, -0.923], [-2.046, -0.623, 0.532], [1.968, 0.233, -1.504], [2.287, -0.823, -0.733], [2.786, 0.982, -2.012], [-0.123, 1.038, -3.503], [0.860, 2.250, -2.892], [0.362, 1.330, -0.655], [-0.652, -1.079, -2.387], [-0.190, -1.176, -0.797], [-2.254, 0.992, -0.861], [-2.730, -0.474, -1.575], [-2.832, -0.031, 1.007], [-2.254, -1.684, 0.524], [-1.039, -0.428, 0.882], [3.238, -1.114, -0.579], [1.564, -1.449, -0.388], [0.431, -3.451, -0.954], [1.164, -3.114, 0.447], [1.267, -3.460, -0.490], [0.658, 0.635, 3.140], [-0.531, -0.412, 3.081], [0.383, -0.269, 3.337], [-1.093, 2.099, 0.039], [-1.802, 3.565, -0.299], [-1.659, 2.833, 0.316], [-0.131, 2.820, 1.638], [1.065, 3.049, 2.602], [0.187, 2.664, 2.537], [0.756, -1.491, 1.963], [1.489, -2.708, 2.406], [0.733, -2.471, 1.851]]
}

=====

# 4
{
  "formula": "C5H22NO6",
  "method": "wB97M-V/def2-TZVPD",
  "homo_energy_ev": -5.28,
  "charge": -1,
  "energy_ev": -19317.37005,
  "species": ["C", "C", "C", "C", "N", "C", "O", "H", "H", "H", "H", "H", "H", "H", "H", "H", "H", "H", "H", "H", "H", "O", "H", "H", "O", "H", "H", "O", "H", "H", "O", "H", "H", "O"],
  "positions_angstrom": [[-0.847, 1.890, 2.122], [0.193, 0.746, 1.855], [-0.413, -0.661, 2.130], [0.594, -1.770, 2.706], [0.749, 0.961, 0.579], [2.176, 0.851, 0.297], [2.583, -0.447, 0.148], [-0.961, 2.156, 3.216], [-0.475, 2.843, 1.670], [-1.884, 1.708, 1.893], [1.112, 0.985, 2.569], [-1.215, -0.748, 2.736], [-0.848, -1.012, 1.121], [0.100, -2.555, 3.128], [1.296, -1.304, 3.494], [1.302, -2.191, 1.942], [0.213, 0.449, -0.168], [2.280, 1.501, -0.600], [2.803, 1.155, 1.197], [0.271, -0.892, -3.092], [-1.025, -0.228, -3.165], [-0.339, -0.381, -3.765], [0.504, 1.075, -3.567], [0.576, 1.564, -2.151], [0.893, 1.847, -3.038], [1.040, -2.353, -1.986], [2.036, -0.959, -0.603], [0.974, -1.399, -1.696], [-1.479, -1.848, -1.235], [-0.284, -0.928, -1.334], [-1.445, -0.908, -1.251], [-3.674, 0.876, -1.169], [-3.078, -0.348, -1.966], [-3.726, 0.324, -2.019]]
}

=====

# 5
{
  "formula": "C5H22NO6",
  "method": "wB97M-V/def2-TZVPD",
  "homo_energy_ev": -5.93,
  "charge": -1,
  "energy_ev": -19317.60200,
  "species": ["C", "O", "C", "C", "C", "C", "N", "H", "H", "H", "H", "H", "H", "H", "H", "H", "H", "H", "H", "H", "H", "O", "H", "H", "O", "H", "H", "O", "H", "H", "O", "H", "H", "O"],
  "positions_angstrom": [[1.748, -0.438, -2.114], [1.614, 0.843, -1.662], [1.936, -1.533, -0.913], [1.890, -0.877, 0.510], [0.436, -0.386, 0.831], [0.099, 0.981, 2.835], [-0.029, -0.384, 2.230], [0.907, -0.815, -2.718], [2.652, -0.465, -2.700], [2.902, -1.999, -1.200], [1.087, -2.180, -1.020], [2.175, -1.642, 1.285], [2.669, -0.090, 0.538], [-0.169, -1.043, 0.204], [0.307, 0.671, 0.442], [-0.784, 1.239, 3.405], [0.048, 1.807, 2.054], [1.050, 1.038, 3.318], [0.364, -1.077, 2.819], [-2.396, -0.315, -2.850], [-1.769, 0.399, -1.613], [-2.503, -0.268, -1.913], [-3.294, -0.159, -0.096], [-2.478, 0.229, 1.053], [-3.367, -0.124, 0.861], [-0.466, 1.917, -2.326], [0.645, 1.107, -1.457], [-0.781, 1.578, -1.506], [-1.918, -2.473, 0.488], [-0.792, -2.636, 1.410], [-1.402, -3.165, 0.927], [-0.538, 2.957, -0.919], [0.532, 3.581, -0.002], [-0.377, 3.724, -0.199]]
}

=====

# 6
{
  "formula": "C5H23FeN8O7",
  "method": "wB97M-V/def2-TZVPD",
  "homo_energy_ev": [-10.54, -10.49],
  "charge": 1,
  "energy_ev": -66195.82993,
  "multiplicity": 5,
  "species": ["Fe", "C", "O", "H", "H", "H", "C", "O", "N", "N", "H", "H", "H", "H", "C", "O", "N", "N", "H", "H", "H", "H", "C", "O", "N", "N", "H", "H", "H", "H", "C", "O", "N", "N", "H", "H", "H", "H", "O", "H", "H", "O", "H", "H"],
  "positions_angstrom": [[-16.279, -23.575, -9.005], [-16.785, -23.547, -12.407], [-16.749, -23.979, -11.036], [-17.797, -23.171, -12.552], [-16.063, -22.731, -12.426], [-16.711, -24.333, -13.159], [-19.009, -22.448, -8.497], [-18.071, -23.094, -8.207], [-19.068, -21.966, -9.646], [-19.940, -22.168, -7.692], [-19.912, -21.672, -10.116], [-18.200, -21.969, -10.163], [-19.810, -22.383, -6.714], [-20.659, -21.521, -7.982], [-14.387, -26.808, -11.866], [-14.115, -27.732, -12.703], [-13.980, -25.566, -12.094], [-15.191, -26.915, -10.789], [-14.379, -24.734, -11.685], [-13.448, -25.520, -12.951], [-15.495, -26.018, -10.436], [-15.658, -27.771, -10.527], [-15.989, -22.971, -5.996], [-15.580, -22.938, -7.148], [-15.573, -23.735, -5.028], [-16.979, -22.242, -5.609], [-14.686, -24.199, -5.166], [-16.122, -23.654, -4.184], [-17.686, -22.321, -6.326], [-17.234, -22.183, -4.634], [-15.603, -20.368, -9.336], [-16.125, -21.464, -9.364], [-15.766, -19.379, -10.179], [-14.817, -20.134, -8.378], [-16.501, -19.435, -10.870], [-15.319, -18.520, -9.892], [-14.370, -19.230, -8.334], [-14.464, -20.831, -7.737], [-16.631, -25.500, -8.314], [-16.127, -26.154, -7.828], [-17.423, -25.963, -8.588], [-14.171, -24.140, -9.356], [-13.485, -23.500, -9.545], [-13.697, -24.945, -9.146]]
}

=====

# 7
{
  "formula": "C5H23N2O5S",
  "method": "wB97M-V/def2-TZVPD",
  "homo_energy_ev": -3.97,
  "charge": -1,
  "energy_ev": -29613.19460,
  "species": ["C", "N", "C", "C", "S", "C", "C", "N", "H", "H", "H", "H", "H", "H", "H", "H", "H", "H", "H", "H", "H", "H", "H", "O", "H", "H", "O", "H", "H", "O", "H", "H", "O", "H", "H", "O"],
  "positions_angstrom": [[-0.459, 1.263, -1.909], [-0.472, 0.541, -0.622], [-1.386, -0.622, -0.402], [-0.559, -1.895, -0.058], [-0.782, -2.597, 1.633], [-2.386, -0.872, -1.571], [-1.416, 2.444, -1.848], [-1.220, 3.338, -0.717], [-0.631, 0.533, -2.701], [0.540, 1.683, -2.065], [0.455, 0.275, -0.373], [-1.977, -0.338, 0.478], [0.485, -1.642, -0.190], [-0.797, -2.648, -0.818], [-1.925, -1.633, -2.194], [-3.298, -1.264, -1.125], [-2.598, 0.031, -2.135], [-1.377, 2.985, -2.801], [-2.441, 2.062, -1.779], [-1.698, 2.976, 0.099], [-0.240, 3.322, -0.467], [-1.622, -0.609, 2.931], [-1.621, 0.778, 2.280], [-1.522, 0.330, 3.120], [2.483, -1.541, 2.125], [2.338, -2.989, 1.877], [2.975, -2.290, 1.794], [0.683, -0.840, 2.127], [0.721, 0.282, 3.122], [1.289, -0.153, 2.473], [2.311, 0.707, 1.300], [3.637, 1.102, 0.592], [2.688, 1.074, 0.461], [3.171, -0.493, -1.041], [3.047, -1.941, -0.533], [3.606, -1.359, -1.061]]
}

=====

# 8
{
  "formula": "C5H23NO5",
  "method": "wB97M-V/def2-TZVPD",
  "homo_energy_ev": -8.66,
  "smiles": "CCCNCC.O.O.O.O.O",
  "energy_ev": -17283.28510,
  "species": ["C", "C", "C", "N", "C", "C", "H", "H", "H", "H", "H", "H", "H", "H", "H", "H", "H", "H", "H", "H", "H", "O", "H", "H", "O", "H", "H", "O", "H", "H", "O", "H", "H", "O"],
  "positions_angstrom": [[0.733, -0.248, -2.002], [1.201, 1.136, -2.667], [1.671, -0.802, -0.945], [1.171, -0.940, 0.460], [1.426, 0.234, 1.244], [0.475, 0.567, 2.346], [0.590, -0.993, -2.769], [-0.242, 0.076, -1.569], [1.573, 0.813, -3.620], [0.181, 1.560, -2.842], [1.912, 1.755, -2.171], [1.710, -1.965, -1.222], [2.674, -0.414, -0.857], [0.162, -1.102, 0.597], [1.666, 1.308, 0.661], [2.429, 0.429, 1.704], [0.667, 0.010, 3.254], [-0.579, 0.432, 2.207], [0.471, 1.729, 2.403], [-1.979, 2.711, -0.101], [-3.427, 2.426, 0.655], [-2.690, 2.102, 0.111], [-3.236, 0.443, -1.210], [-3.653, -0.893, -1.819], [-2.953, -0.426, -1.419], [0.058, 3.621, -0.641], [-0.328, 4.414, 0.653], [-0.706, 3.925, -0.140], [2.068, -1.987, 1.901], [1.471, -2.951, 2.915], [2.313, -2.674, 2.566], [-1.322, -2.734, 0.924], [-1.843, -3.229, -0.497], [-1.247, -3.453, 0.177]]
}